Computed, not measured: a 2-piece molecular cluster, C3H10N2O2 overall, with ωB97M-V with the def2-TZVPD basis set.

```
17
Properties=species:S:1:pos:R:3:forces:R:3
C -1.868 -1.822 -0.508 1.0 0.4 1.3
C -0.615 -0.940 -0.535 2.7 -1.0 -2.9
C -0.369 -0.355 0.876 3.1 1.6 -1.7
N -1.239 0.814 0.962 0.6 -2.8 -1.9
O 0.651 -0.684 1.522 -4.6 1.1 -1.4
N -1.838 -2.821 -1.590 3.8 0.1 2.2
H -2.761 -1.175 -0.449 -0.1 -0.2 -0.5
H -1.893 -2.220 0.668 -0.3 -0.3 -2.9
H -0.584 -0.106 -1.375 -0.6 -1.3 2.0
H 0.382 -1.539 -0.854 -2.4 0.9 1.1
H -1.072 1.579 0.284 -0.2 -1.2 -0.3
H -0.852 1.163 1.731 1.0 2.6 4.9
H -1.993 -3.723 -1.178 -1.3 -1.0 -0.2
H -0.811 -2.993 -1.987 -2.7 1.2 0.2
H 3.836 4.038 -0.085 -0.4 -0.7 0.6
H 4.355 4.750 -1.274 0.3 0.4 1.2
O 4.354 4.806 -0.284 0.2 0.2 -1.8
```
Forces are in eV/Å.

The total energy comes out at -10336.6753 eV. The charge is +1. Its multiplicity is 2. Its HOMO energy (alpha / beta) is -13.4 / -13.4 eV. As for the expectation value of S²: 0.759. The relative energy (zero: lowest compared OMol25 entry of this formula, charge and spin) comes out at 97.2 kcal per mole.